Record 1
48
Properties=species:S:1:pos:R:3 method="wB97M-V/def2-TZVPD" relative_energy_ev=9.817 gap_ev=4.06 fmax_ev_per_a=6.49 e_tot_ha=-2733.9993 total_charge=-1
C -4.811 -2.662 -1.531
C -3.893 -3.031 -0.534
C -2.571 -2.570 -0.611
C -2.202 -1.775 -1.697
S -0.577 -1.023 -1.864
C -0.603 0.339 0.924
C -0.144 1.556 0.107
C -1.029 2.600 0.305
C -0.709 3.916 -0.013
C 0.452 4.170 -0.796
C 1.177 3.053 -1.291
C 0.857 1.748 -0.864
O 0.370 -2.048 -2.226
O -0.721 0.136 -2.714
C -3.106 -1.380 -2.670
C -4.413 -1.855 -2.610
H -5.847 -3.015 -1.471
H -4.198 -3.683 0.297
H -1.839 -2.808 0.163
H -0.798 -0.424 0.089
H -2.032 2.475 0.777
H -1.287 4.771 0.382
H 0.785 5.200 -1.055
H 2.044 3.211 -1.963
H 1.428 0.932 -1.313
H -2.783 -0.700 -3.449
H -5.104 -1.594 -3.411
F -0.681 -1.751 4.005
C -1.327 -0.618 3.746
F -2.652 -0.822 3.937
F -0.840 0.389 4.471
S -2.078 0.506 1.583
N 1.790 -0.972 2.577
C 0.952 -0.958 1.238
O 0.515 -2.021 0.763
C 2.308 -0.592 0.368
C 3.010 0.314 1.129
C 4.275 0.787 0.796
C 4.885 0.232 -0.357
C 4.224 -0.775 -1.097
C 2.917 -1.212 -0.732
S 2.158 0.617 2.698
O 1.341 1.803 2.406
O 2.979 0.741 3.879
H 4.746 1.502 1.487
H 5.883 0.586 -0.646
H 4.723 -1.238 -1.970
H 2.425 -2.058 -1.242



Record 2
23
Properties=species:S:1:pos:R:3 method="wB97M-V/def2-TZVPD" relative_energy_ev=5.061 gap_ev="6.57 / 7.12" fmax_ev_per_a=6.60 e_tot_ha=-608.7802 total_charge=+1
C 1.147 2.674 0.021
C 2.801 -1.964 -0.183
C 2.134 1.713 -0.032
C 2.968 -0.639 -0.168
C -0.288 2.343 0.124
C 1.550 -2.515 0.069
C 1.955 0.318 -0.055
C 0.807 -0.386 0.130
C -0.950 1.243 0.382
C -3.914 -0.778 0.301
C -2.828 0.034 -0.281
N 0.557 -1.607 0.194
N -4.687 -1.293 -0.554
O -2.037 0.619 0.529
H 1.276 3.647 0.157
H 3.675 -2.575 0.029
H 3.137 2.097 -0.364
H 3.965 -0.297 -0.506
H -0.939 3.259 0.045
H 1.450 -3.552 0.002
H -3.900 -0.783 1.433
H -2.464 0.265 -1.218
H -5.414 -1.824 -0.054



Record 3
22
Properties=species:S:1:pos:R:3 method="wB97M-V/def2-TZVPD" relative_energy_ev=5.099 gap_ev="6.40 / 6.93" fmax_ev_per_a=3.75 e_tot_ha=-728.7886 total_charge=0
C -1.913 -0.656 -2.830
C -1.493 -0.870 -1.577
C -1.569 0.578 -3.530
C -0.246 -0.651 0.404
C -0.892 1.641 -2.919
C 0.711 -0.298 1.373
C -0.598 -0.107 -0.777
C 1.826 0.481 1.386
C 0.614 -1.364 2.600
C 2.453 1.288 2.355
P -0.260 1.660 -1.281
H -2.639 -1.388 -3.275
H -1.842 -1.903 -1.188
H -2.062 0.805 -4.453
H -0.749 -1.630 0.607
H -1.049 2.673 -3.259
H 0.522 -2.384 2.131
H -0.358 -1.100 3.211
H 1.446 -1.388 3.233
H 1.738 1.653 3.177
H 2.986 2.117 1.932
H 3.373 0.844 2.680



Record 4
23
Properties=species:S:1:pos:R:3 method="wB97M-V/def2-TZVPD" relative_energy_ev=5.220 smiles="C#C/C(=N/OC)[Si](C)(C)C" gap_ev=10.32 fmax_ev_per_a=4.69 e_tot_ha=-693.8234 total_charge=0
C -0.160 3.852 -0.128
C -0.395 2.665 0.014
C -0.727 0.982 -0.030
N -1.969 0.817 -0.069
O -2.476 -0.479 -0.111
C -3.892 -0.425 0.212
Si 0.893 -0.052 -0.039
C 2.459 0.777 -0.743
C 0.373 -1.487 -1.198
C 1.247 -0.151 1.907
H 0.158 4.862 -0.058
H -4.192 -1.227 -0.491
H -4.340 0.606 -0.120
H -4.005 -0.629 1.290
H 2.779 0.641 -1.807
H 2.341 1.885 -0.566
H 3.299 0.416 -0.050
H -0.440 -0.950 -1.777
H 1.260 -1.760 -1.799
H -0.171 -2.378 -0.799
H 0.224 0.018 2.330
H 1.556 -1.196 2.217
H 2.065 0.598 2.376



Record 5
39
Properties=species:S:1:pos:R:3 method="wB97M-V/def2-TZVPD" relative_energy_ev=12.772 gap_ev=9.06 fmax_ev_per_a=8.77 e_tot_ha=-993.3039 total_charge=0
O 19.439 -13.791 19.034
H 18.725 -14.171 18.522
H 20.196 -13.821 18.450
O 18.884 -11.908 17.760
H 18.786 -12.270 18.641
H 19.378 -12.574 17.281
O 21.629 -10.950 17.006
H 20.690 -10.999 16.829
H 21.798 -10.020 17.155
O 19.382 -10.792 19.796
H 20.159 -10.274 19.584
H 19.707 -11.493 20.360
O 19.908 -12.832 20.915
H 20.810 -12.565 21.090
H 19.962 -13.342 20.106
O 21.528 -11.837 19.175
H 21.860 -10.960 18.981
H 21.244 -12.178 18.327
O 19.855 -11.878 15.339
H 19.040 -12.283 15.637
H 19.978 -12.212 14.451
O 20.580 -12.977 17.486
H 21.168 -13.730 17.427
H 20.726 -12.495 16.672
O 17.629 -9.756 19.081
H 18.360 -10.346 19.261
H 16.947 -10.023 19.698
O 17.586 -12.326 20.715
H 17.542 -11.493 20.246
H 18.490 -12.379 21.026
O 19.646 -9.743 17.434
H 19.173 -10.568 17.331
H 19.765 -9.422 16.540
O 17.135 -13.612 18.149
H 16.454 -13.551 18.820
H 16.792 -13.106 17.413
O 17.626 -10.962 15.886
H 18.088 -11.555 16.478
H 17.159 -10.360 16.465



Record 6
12
Properties=species:S:1:pos:R:3 method="wB97M-V/def2-TZVPD" relative_energy_ev=1.503 smiles="C=N/C(Br)=C(/C)F" gap_ev="7.93 / 7.93" fmax_ev_per_a=8.08 e_tot_ha=-2883.9284 total_charge=0
C -0.193 -2.578 -0.172
N -1.022 -1.719 0.294
C -0.919 -0.309 0.181
Br -2.484 0.621 -0.115
C 0.441 0.542 0.055
C 0.497 2.020 -0.050
F 1.600 -0.058 0.322
H -0.170 -3.483 0.380
H 0.560 -2.253 -0.787
H 1.490 2.157 -0.393
H 0.393 2.447 0.945
H -0.193 2.612 -0.659



Record 7
17
Properties=species:S:1:pos:R:3 method="wB97M-V/def2-TZVPD" relative_energy_ev=2.689 s_squared=2.01 multiplicity=3 gap_ev="7.97 / 5.64" fmax_ev_per_a=4.58 e_tot_ha=-682.3013 total_charge=+1
C 0.156 -0.033 -2.465
C -0.766 -1.187 1.659
C 0.921 0.399 -0.096
N -1.178 1.151 -0.994
N 0.864 1.352 0.897
N -0.070 0.591 -1.111
S 0.680 -1.347 0.582
H 1.083 0.309 -2.884
H -0.515 0.278 -3.144
H 0.219 -1.144 -2.411
H -1.305 -0.189 1.820
H -0.606 -1.378 2.770
H -1.460 -2.002 1.440
H 2.041 0.146 -0.784
H -1.487 1.577 -0.159
H 1.506 1.338 1.671
H 0.759 2.258 0.472



Record 8
22
Properties=species:S:1:pos:R:3 method="wB97M-V/def2-TZVPD" relative_energy_ev=0.088 s_squared=0.75 multiplicity=2 gap_ev="4.35 / 7.75" fmax_ev_per_a=2.98 e_tot_ha=-1031.8242 total_charge=0
Mg -0.089 1.250 0.456
O -0.273 -0.849 0.727
O 2.970 -1.390 0.324
C 3.821 -0.238 0.526
C 3.064 0.872 -0.176
O 1.761 0.268 -0.392
C 1.770 -1.072 -0.121
H 3.907 -0.072 1.606
H 4.799 -0.456 0.087
H 3.424 1.155 -1.170
H 3.032 1.794 0.411
Ag 0.243 -2.859 -0.971
O -1.709 -1.991 -0.574
O -2.471 -0.570 1.007
C -3.526 0.030 0.252
C -2.916 1.202 -0.529
O -1.582 0.895 -0.800
C -1.472 -1.058 0.219
H -3.919 -0.725 -0.444
H -4.308 0.342 0.954
H -3.029 2.128 0.066
H -3.498 1.345 -1.458



Record 9
16
Properties=species:S:1:pos:R:3 method="wB97M-V/def2-TZVPD" relative_energy_ev=5.105 gap_ev=8.13 fmax_ev_per_a=0.54 e_tot_ha=-288.5945 total_charge=0
C 1.055 -0.098 3.273
C 0.506 0.243 1.960
C 0.044 0.512 0.879
C -0.491 0.805 -0.454
C 0.120 -0.129 -1.493
C -0.359 -1.495 -1.821
N -0.677 -0.245 -2.734
H 2.124 0.127 3.323
H 0.925 -1.164 3.482
H 0.554 0.465 4.067
H -0.300 1.857 -0.706
H -1.582 0.664 -0.442
H 1.171 0.104 -1.687
H -1.309 -1.651 -1.279
H -1.578 0.220 -2.738
H -0.205 -0.215 -3.630



Record 10
37
Properties=species:S:1:pos:R:3 method="wB97M-V/def2-TZVPD" relative_energy_ev=0.000 gap_ev=8.76 fmax_ev_per_a=0.11 e_tot_ha=-3519.5562 total_charge=+2
Ga 0.025 -1.420 0.092
N -1.577 -1.954 1.207
C -2.775 -1.870 0.308
C -2.604 -0.712 -0.671
N -1.259 -0.714 -1.323
C -1.126 -1.496 -2.579
C -0.862 -2.965 -2.278
N 0.189 -3.063 -1.222
H -1.652 -1.261 1.957
H -1.549 -2.859 1.672
H -2.870 -2.828 -0.199
H -3.678 -1.719 0.897
H -3.391 -0.746 -1.424
H -2.694 0.237 -0.140
H -1.028 0.267 -1.506
H -2.014 -1.386 -3.201
H -0.283 -1.074 -3.129
H -1.756 -3.469 -1.916
H -0.548 -3.477 -3.186
H 0.172 -3.985 -0.790
H 1.112 -2.992 -1.651
O -1.297 2.280 1.783
S -0.339 2.042 0.761
O -0.725 2.165 -0.619
N 0.243 0.457 0.885
C 1.551 0.421 1.004
S 2.230 -1.140 0.722
C 2.188 1.713 1.210
C 3.515 2.006 1.477
C 3.866 3.340 1.647
C 2.915 4.349 1.544
C 1.575 4.063 1.268
C 1.246 2.741 1.104
H 4.254 1.220 1.568
H 4.892 3.598 1.866
H 3.215 5.379 1.678
H 0.839 4.852 1.185



Record 11
18
Properties=species:S:1:pos:R:3 method="wB97M-V/def2-TZVPD" relative_energy_ev=3.513 gap_ev=10.57 fmax_ev_per_a=6.73 e_tot_ha=-322.4977 total_charge=+2
C -0.476 1.045 1.294
C -0.931 0.345 -0.766
C 0.991 -0.718 0.506
C 0.336 -1.401 -1.812
N 0.611 0.362 1.403
N -1.110 2.027 1.787
N 0.366 -0.306 -0.800
H -1.771 -0.345 -0.827
H -0.981 1.199 -1.452
H 2.200 -0.693 0.557
H 0.688 -1.674 0.776
H -0.286 -2.261 -1.296
H -0.436 -1.339 -2.627
H 1.307 -1.956 -2.102
H 1.174 0.569 2.292
H -2.038 2.201 1.557
H -0.756 2.566 2.618
H 1.111 0.380 -1.108



Record 12
27
Properties=species:S:1:pos:R:3 method="wB97M-V/def2-TZVPD" relative_energy_ev=0.000 gap_ev=9.39 fmax_ev_per_a=0.90 e_tot_ha=-586.6342 total_charge=0
H 2.930 -2.687 2.429
N 1.913 -2.805 2.382
C 1.538 -2.791 1.168
C 2.295 -2.515 -0.124
C 1.192 -1.973 -1.028
N -0.058 -2.594 -0.525
N 0.190 -2.922 0.833
H 2.722 -3.431 -0.545
H 3.077 -1.764 0.027
H 1.407 -2.241 -2.067
H 1.116 -0.881 -0.979
H -0.140 -3.492 -1.010
H -0.436 -2.480 1.486
C -1.152 3.967 -0.472
C -0.260 2.786 -0.112
N -0.695 1.538 -0.722
C -1.903 0.950 -0.394
N -2.404 1.274 0.859
O -2.484 0.192 -1.149
H -1.155 4.176 -1.536
H -2.183 3.796 -0.160
H -0.827 4.882 0.027
H 0.780 2.929 -0.406
H -0.220 2.667 0.971
H -0.380 1.336 -1.650
H -1.713 1.439 1.586
H -3.151 0.643 1.112



Record 13
16
Properties=species:S:1:pos:R:3 method="wB97M-V/def2-TZVPD" relative_energy_ev=1.669 smiles=CO[C@@H]1C[C@@H]1C gap_ev=10.61 fmax_ev_per_a=1.66 e_tot_ha=-271.6913 total_charge=0
C -1.076 -1.481 -1.354
O -0.981 -0.210 -0.726
C 0.337 0.262 -0.716
C 1.307 -0.351 0.319
C 0.737 1.065 0.498
C -0.343 1.291 1.557
H -0.518 -2.199 -0.762
H -0.734 -1.387 -2.396
H -2.111 -1.803 -1.369
H 0.712 0.561 -1.718
H 2.309 -0.519 -0.001
H 0.890 -1.103 0.986
H 1.319 1.951 0.250
H -1.013 0.400 1.553
H 0.087 1.339 2.545
H -0.922 2.182 1.332



Record 14
21
Properties=species:S:1:pos:R:3 method="wB97M-V/def2-TZVPD" relative_energy_ev=0.000 smiles=C[C@H](F)[C@](O)(F)C(F)(F)n1cncn1 gap_ev=11.55 fmax_ev_per_a=4.29 e_tot_ha=-871.7773 total_charge=0
C 2.658 -0.147 -1.087
C 1.776 0.325 0.066
F 2.491 0.688 1.203
C 0.769 -0.751 0.541
O 0.330 -0.548 1.744
F 1.262 -2.002 0.398
C -0.563 -0.719 -0.371
F -0.977 -1.954 -0.092
F -0.311 -0.743 -1.771
N -1.505 0.245 0.009
C -2.779 -0.152 0.117
N -3.591 0.869 0.340
C -2.667 1.894 0.444
N -1.414 1.591 0.171
H 3.025 -1.133 -0.901
H 1.940 -0.239 -1.970
H 3.414 0.501 -1.391
H 1.192 1.173 -0.265
H 1.029 -0.622 2.402
H -3.106 -1.155 -0.150
H -2.973 2.879 0.563



Record 15
9
Properties=species:S:1:pos:R:3 method="wB97M-V/def2-TZVPD" relative_energy_ev=0.117 s_squared=2.01 multiplicity=3 gap_ev="7.96 / 6.05" fmax_ev_per_a=3.33 e_tot_ha=-723.1381 total_charge=0
H -2.289 0.143 -0.164
P 2.636 0.591 0.380
O 1.067 -0.054 -0.069
C -0.122 0.673 -0.075
H -0.261 1.297 0.827
C -1.269 -0.294 -0.165
O -1.100 -1.492 -0.064
Hg 1.479 -2.210 0.281
H -0.142 1.346 -0.951



Record 16
85
Properties=species:S:1:pos:R:3 method="wB97M-V/def2-TZVPD" relative_energy_ev=2.944 s_squared=4.07 multiplicity=4 gap_ev="4.10 / 6.84" fmax_ev_per_a=3.95 e_tot_ha=-3057.0029 total_charge=-1
Tc 2.153 0.738 0.701
N 4.502 -3.631 -4.803
C 4.482 -2.553 -3.915
C 3.268 -2.019 -3.490
C 3.238 -0.932 -2.643
C 4.433 -0.368 -2.216
C 5.653 -0.874 -2.639
C 5.675 -1.966 -3.485
S 4.451 1.003 -1.137
O 5.503 1.904 -1.538
O 4.557 0.533 0.257
N 2.957 1.590 -1.298
C 2.809 2.870 -0.750
N 2.252 2.822 0.488
C 1.999 3.952 1.135
C 2.330 5.158 0.566
C 2.898 5.119 -0.698
N 3.133 3.996 -1.373
H 3.702 -4.241 -4.749
H 5.370 -4.138 -4.834
H 2.339 -2.480 -3.806
H 2.293 -0.522 -2.308
H 6.573 -0.408 -2.309
H 6.622 -2.382 -3.810
H 1.504 3.868 2.094
H 2.129 6.088 1.076
H 3.165 6.037 -1.212
C -1.772 -5.573 1.277
C -2.550 -4.662 0.336
C -3.951 -4.418 0.870
C -4.750 -3.574 -0.107
C -4.009 -2.299 -0.409
C -4.739 -1.145 -0.819
C -4.043 0.013 -1.056
F -4.737 1.121 -1.464
C -2.683 0.122 -0.900
C -1.930 -1.015 -0.487
C -0.525 -0.911 -0.335
O 0.058 0.234 -0.505
C 0.173 -2.151 -0.054
C -0.513 -3.297 0.142
N -1.883 -3.370 0.136
C -2.638 -2.236 -0.256
C 1.659 -2.279 -0.024
O 2.212 -3.342 -0.261
O 2.334 -1.193 0.242
H -2.409 -6.416 1.555
H -1.493 -5.033 2.185
H -0.867 -5.979 0.826
H -2.641 -5.161 -0.640
H -3.866 -3.889 1.827
H -4.434 -5.381 1.054
H -5.731 -3.335 0.312
H -4.932 -4.150 -1.023
H -5.814 -1.183 -0.946
H -2.160 1.049 -1.078
H 0.036 -4.208 0.312
C 1.276 0.752 2.265
C 0.650 0.857 3.555
C -0.318 1.837 3.803
C -0.868 1.966 5.069
C -0.473 1.118 6.095
C 0.474 0.129 5.849
C 1.032 -0.004 4.588
H -0.627 2.495 2.995
H -1.612 2.730 5.255
H -0.902 1.225 7.084
H 0.778 -0.539 6.645
H 1.775 -0.765 4.377
C -4.082 3.282 0.708
C -3.051 3.531 -0.385
S -1.417 3.139 0.228
O -1.052 4.220 1.224
C -0.552 3.593 -1.291
C -0.666 2.576 -2.422
H -5.092 3.355 0.303
H -3.975 4.009 1.515
H -3.964 2.279 1.127
H -3.018 4.578 -0.700
H -3.237 2.888 -1.250
H 0.482 3.687 -0.967
H -0.916 4.590 -1.553
H -0.445 1.569 -2.054
H 0.065 2.816 -3.198
H -1.657 2.582 -2.879



Record 17
24
Properties=species:S:1:pos:R:3 method="wB97M-V/def2-TZVPD" smiles=COC[SiH2]I.c1ccccc1 gap_ev=9.85 fmax_ev_per_a=0.28 e_tot_ha=-975.0529 total_charge=0
C -0.634 -0.538 -2.100
O -1.317 0.586 -1.583
C -2.670 0.683 -1.955
Si -3.889 -0.438 -1.049
I -3.795 -2.776 -1.769
H 0.421 -0.277 -2.133
H -0.756 -1.415 -1.461
H -0.975 -0.783 -3.109
H -2.795 0.579 -3.039
H -2.984 1.698 -1.695
H -5.251 0.044 -1.356
H -3.668 -0.386 0.407
C 1.241 0.427 0.933
C 1.413 -0.757 1.637
C 2.531 -0.933 2.439
C 3.479 0.076 2.539
C 3.308 1.260 1.835
C 2.189 1.435 1.033
H 0.364 0.569 0.314
H 0.673 -1.544 1.561
H 2.664 -1.856 2.989
H 4.351 -0.060 3.165
H 4.047 2.047 1.913
H 2.055 2.358 0.484



Record 18
11
Properties=species:S:1:pos:R:3 method="wB97M-V/def2-TZVPD" relative_energy_ev=2.152 smiles="O=S(=O)=S.CC=O" gap_ev=8.70 fmax_ev_per_a=3.89 e_tot_ha=-1100.6154 total_charge=0
O -0.070 -0.170 3.148
S 0.927 -0.618 2.243
O 1.805 0.348 1.524
S 1.141 -2.422 1.804
C -0.083 0.812 -1.165
C -1.105 -0.242 -1.312
O -1.799 -0.834 -0.521
H 0.535 0.832 -1.986
H 0.589 0.806 -0.282
H -0.457 1.896 -1.018
H -1.484 -0.408 -2.437



Record 19
15
Properties=species:S:1:pos:R:3 method="wB97M-V/def2-TZVPD" relative_energy_ev=1.389 smiles=Cn1cccc1N gap_ev=8.65 fmax_ev_per_a=3.21 e_tot_ha=-304.7844 total_charge=0
C 1.479 -0.434 0.884
N 0.534 -0.359 -0.178
C 0.875 0.537 -1.159
C -0.244 1.235 -1.456
C -1.338 0.651 -0.744
C -0.813 -0.293 0.079
N -1.380 -1.246 0.932
H 1.158 -1.258 1.568
H 2.481 -0.584 0.453
H 1.432 0.748 1.184
H 1.913 0.733 -1.403
H -0.283 1.984 -2.218
H -2.382 0.885 -0.822
H -1.056 -1.227 1.886
H -2.381 -1.230 1.037